DFT (wB97M-V/def2-TZVPD) results for a 11-piece molecular cluster, C47H94F21N2O23P2S7 overall in a non-equilibrium geometry.

Calculated values
Charge: -3
HOMO level, eV: -2.5
Kohn-Sham gap, eV: 3.4
LUMO, eV: 0.93

Last column: Löwdin charge in e.
Cartesian coordinates (Å):
1 H -6.20430 -3.66671 -6.77852  0.090
2 H -7.85319 -2.98949 1.29533  0.075
3 C -6.32515 -2.79988 -0.42435  -0.250
4 H -7.62438 -4.45315 0.60912  0.063
5 F -1.30142 -10.51189 0.29087  0.096
6 C 6.98792 4.26157 -6.20150  -0.101
7 C 11.19325 0.50888 5.38259  0.024
8 O 1.61287 -8.24407 12.80059  -0.372
9 H 11.94569 1.26194 5.14842  0.104
10 H -8.51572 -3.23845 -0.24051  0.055
11 O -0.00791 -1.09147 1.65598  -0.084
12 C -8.79864 -1.85833 -5.34582  -0.285
13 H -5.88494 -2.06529 -6.35582  0.105
14 O -2.17581 -9.71762 3.93290  -0.333
15 C 7.55080 -7.62296 1.73019  -0.706
16 H 6.43333 3.35194 -5.97109  0.072
17 F -6.34192 3.26472 9.68514  0.159
18 O -2.81234 7.89477 7.69926  -0.403
19 H -3.11144 -4.34829 -3.03268  0.106
20 H 2.48810 4.25859 -4.49744  0.078
21 H 1.92148 5.86221 -7.17961  0.081
22 H 2.73586 4.20164 -2.00275  0.134
23 P -5.65225 -3.69241 -4.54642  1.072
24 C 3.33883 4.82938 -2.65886  -0.245
25 C 9.24248 3.39017 4.53055  0.043
26 H 3.80659 2.64831 -4.23470  0.047
27 H -7.34268 -5.87746 -4.96215  0.088
28 H 8.01011 4.02630 -6.49798  0.079
29 H 1.62493 -2.78529 5.98569  0.116
30 C 2.87296 8.05393 -3.96031  -0.230
31 C -6.42011 -2.94273 -5.99279  -0.253
32 H 5.43029 4.55989 -3.54327  0.075
33 S -6.46259 1.29638 7.77873  0.441
34 C 6.12987 5.01396 -7.23268  -0.244
35 H 9.09102 3.54237 3.46191  0.099
36 C 1.56213 -3.52115 2.56311  0.036
37 O 1.54268 -7.55577 10.44353  -0.371
38 H -8.11830 -9.37416 -5.00176  0.068
39 H 11.61100 -0.08684 6.19419  0.113
40 C -3.91937 -3.00929 -4.46519  -0.258
41 C 0.36642 6.53770 -6.20177  -0.268
42 F -0.07131 8.01550 5.84689  0.062
43 H 4.13538 4.41869 -6.51239  0.102
44 F 5.14870 2.12044 9.39409  0.076
45 H 1.65098 7.28197 -2.24724  0.101
46 H 6.65114 5.89194 -7.61417  0.103
47 S 6.58055 1.57110 11.58118  0.417
48 H -0.25883 6.23612 -8.26773  0.101
49 H 9.46902 0.73935 6.54117  0.183
50 C -0.37586 -4.38922 -3.86340  -0.129
51 C -1.72682 -9.63228 1.22300  -0.717
52 F -1.20542 6.92236 4.25611  0.072
53 H 5.38613 2.18344 -3.73983  0.064
54 C -0.49388 5.79830 -7.29759  -0.209
55 H 2.48382 8.91290 -4.50697  0.097
56 H -0.22201 7.40351 -5.89812  0.120
57 C 4.63604 4.16846 -2.90761  -0.256
58 C 5.19435 1.14636 10.35389  -0.611
59 H 0.32951 0.43807 3.09248  0.122
60 F 8.37276 -8.71072 2.01485  0.049
61 F -7.45972 3.60214 -2.70266  0.107
62 C -7.98190 -2.89393 -6.12366  -0.213
63 H -10.65989 -1.46106 -6.28230  0.077
64 H -1.54651 6.07457 -7.23620  0.106
65 O -6.39188 2.33493 6.76815  -0.366
66 S 2.36528 -7.93267 11.60448  0.470
67 C 1.99244 -3.36589 5.13955  0.045
68 H 1.92260 -4.45345 5.16029  0.112
69 S -1.38712 -10.37669 2.94609  0.468
70 F -0.85675 6.02174 6.18884  0.104
71 H 0.05391 -4.56110 4.48685  0.108
72 H -0.78947 -2.97405 4.99198  0.119
73 F 2.55660 -5.32185 11.98620  0.191
74 S -5.20692 4.45541 -1.51124  0.466
75 H 0.58192 9.39121 -1.66870  0.117
76 S 8.62567 -6.07620 2.04049  0.471
77 C -1.41099 -3.36292 -3.94286  -0.275
78 C 2.48204 5.17095 -3.90107  -0.220
79 H 5.15420 6.23762 -4.91988  0.083
80 H 2.06708 7.62940 -6.99126  0.118
81 C 9.08232 1.88575 4.85984  -0.361
82 H 1.64861 -4.60632 2.50825  0.116
83 O -3.81997 7.07232 5.59116  -0.375
84 C -6.55111 -3.13503 -3.03571  -0.226
85 H -4.87619 -5.88142 -3.62734  0.104
86 H -7.47261 -3.70376 -2.91132  0.091
87 O 6.05804 2.73315 12.28153  -0.358
88 H -0.86246 -0.60003 3.68837  0.126
89 C 1.47865 9.47920 -2.28209  -0.232
90 C -2.84698 -3.96113 -4.01669  -0.266
91 H 7.08776 4.88964 -5.31625  0.056
92 O 9.15478 -6.30536 3.35344  -0.347
93 C 1.13718 -1.36441 3.88851  -0.082
94 H 8.43477 3.91712 5.03851  0.108
95 H -6.02524 -8.25086 -3.62069  0.111
96 N 10.04562 1.29700 5.92745  0.092
97 H -0.07142 -4.87919 -4.78825  0.085
98 H 3.79880 8.18521 -3.40022  0.095
99 C -6.62462 -7.81232 -4.41852  -0.229
100 H 5.17421 4.14307 -1.96007  0.108
101 O -5.58696 0.22829 7.40190  -0.357
102 F -3.01840 -9.42196 1.20590  0.129
103 H 4.01852 5.51852 -7.77275  0.103
104 F 7.12864 -7.59014 0.51901  0.166
105 H 3.11277 9.13934 -0.88972  0.074
106 H -8.67268 -8.43731 -3.54638  0.076
107 H -8.57453 -0.80139 -5.48986  0.121
108 H -4.94129 -5.95186 -5.26571  0.107
109 O 6.68787 0.49429 12.52854  -0.343
110 C 4.51909 6.36899 -5.79595  -0.300
111 H -0.93287 3.68213 -7.92146  0.069
112 C -5.73913 -3.31972 -1.66425  -0.250
113 C -7.59546 -3.40256 0.32012  -0.068
114 H -4.72193 -2.93093 -1.71181  0.102
115 F 3.90226 -6.42232 13.21116  0.118
116 C -8.07919 -8.42879 -4.46060  -0.087
117 C 1.78950 6.69971 -6.49456  -0.283
118 F -5.59345 1.30726 10.36901  0.093
119 H -3.64678 -2.77969 -5.49527  0.095
120 O 7.82101 1.74393 10.84449  -0.392
121 F -5.69251 3.79089 -4.00591  0.116
122 H 4.02274 2.04102 -2.58627  0.077
123 H -1.16947 -2.65306 -4.73397  0.111
124 C -0.24486 4.24891 -7.29418  -0.089
125 C 0.03270 -0.61042 3.06653  -0.152
126 O -4.28708 3.30138 -1.57148  -0.396
127 H -2.84381 -4.89646 -4.57638  0.104
128 F -4.36646 2.37510 9.15862  0.077
129 H -7.30035 -6.08653 -3.23606  0.127
130 H 2.39022 -2.90211 2.21793  0.099
131 H -5.56434 -2.42257 0.25895  0.117
132 O -4.44812 5.70976 -1.66152  -0.376
133 H 6.31914 4.36901 -8.09076  0.100
134 O 3.39946 -8.95802 11.34369  -0.385
135 O -7.85826 0.96102 8.12718  -0.391
136 H -0.40601 3.63615 -6.40725  0.075
137 H -1.38177 -2.69119 -3.08494  0.116
138 H 4.83508 7.36951 -6.09121  0.110
139 C -6.35711 4.30109 -2.98671  -0.668
140 C -10.26984 -1.99256 -5.41428  -0.123
141 C 4.47206 2.64910 -3.37141  -0.073
142 H -0.97593 -3.58856 3.42460  0.108
143 H -0.70199 -0.57977 1.23405  0.084
144 H 3.02480 -3.12204 4.88886  0.109
145 F 5.43572 -0.07593 9.92346  0.131
146 H 10.19463 3.68611 4.97093  0.079
147 O -1.58992 -11.82697 2.74962  -0.381
148 H -8.50616 -3.83834 -5.97755  0.101
149 N 1.08974 -2.93436 3.95402  -0.310
150 H 0.79639 4.16672 -7.60590  0.054
151 S -2.75721 7.96335 6.16903  0.547
152 H -6.78850 -2.07234 -3.08522  0.095
153 C -1.14402 7.19491 5.59622  -0.613
154 F -6.86277 5.54056 -3.26141  0.077
155 H -0.50630 -5.10236 -3.04945  0.089
156 H 0.48768 -3.87508 -3.44142  0.080
157 O 7.58717 -5.00972 2.02445  -0.407
158 O 0.06767 -10.16943 3.23920  -0.395
159 H 1.49475 5.31244 -3.46137  0.095
160 O -6.02676 4.50169 -0.30970  -0.326
161 H -8.54765 -7.70136 -5.12354  0.055
162 O 9.62623 -5.96202 0.95286  -0.385
163 C 1.65551 8.10042 -2.96711  -0.246
164 H -6.50666 -1.74207 -0.61457  0.112
165 C -6.75610 -6.31257 -4.15301  -0.279
166 H -5.58199 -4.39135 -1.54170  0.107
167 F -1.03027 -8.54453 1.03445  0.133
168 H 3.56575 5.67972 -2.01580  0.110
169 H -6.13324 -8.17012 -5.32330  0.109
170 H 1.14620 10.26173 -2.96415  0.103
171 H 10.93324 -0.19328 4.59047  0.120
172 H 0.84342 -3.23606 1.79482  0.075
173 C -5.69711 2.17867 9.37036  -0.656
174 H -10.78903 -1.57656 -4.55086  0.085
175 P 2.90883 6.57824 -5.08275  1.056
176 H 3.54572 10.22127 -2.11396  0.056
177 H 2.50607 10.86231 -0.87220  0.079
178 H -8.16388 -2.82191 -7.19594  0.111
179 C 4.62848 5.31315 -6.89305  -0.207
180 H 2.16157 -1.21346 3.54801  0.120
181 O -2.82641 9.33259 5.59113  -0.395
182 C -0.24972 -3.54468 4.23625  -0.002
183 F 4.19573 -6.17233 10.98279  0.077
184 F 6.58940 -7.78490 2.59032  0.159
185 H 10.41999 1.94652 6.60426  0.173
186 C 3.31828 -6.32043 12.01631  -0.728
187 H -3.98221 -2.12376 -3.83276  0.108
188 C -5.51245 -5.52906 -4.43921  -0.285
189 H 0.75706 7.80293 -3.50784  0.099
190 H -8.55110 -1.84816 -4.28435  0.082
191 O 8.17779 1.24448 4.49438  0.221
192 H -10.68108 -2.99972 -5.48215  0.076
193 F 4.02073 1.20981 11.08487  0.082
194 H 0.27607 5.86065 -5.35234  0.094
195 C 2.70595 9.97034 -1.46594  -0.092
196 H 1.17834 -0.85020 4.84871  0.134

Atoms 1-3, force components in eV/Å:
H 0.481 -0.260 -0.203
H 0.700 0.841 -0.091
C -1.878 2.303 2.189